ORCA calculation (ωB97M-V/def2-TZVPD) on a gas-phase ion, C4H7N2 (charge +1) in a non-equilibrium geometry.

The geometry in XYZ format:
```
13
Properties=species:S:1:pos:R:3:forces:R:3
C 2.116 0.014 0.382 -0.73 -0.73 -1.19
C 0.868 -0.657 -0.148 -0.53 1.91 0.51
C -1.612 -0.357 -0.810 0.33 -1.10 -1.35
C -0.607 -0.479 0.252 0.63 0.21 -2.85
N 1.623 0.495 -0.704 0.89 -0.77 1.85
N -1.334 0.804 0.090 0.28 -1.53 0.58
H 3.077 -0.173 0.913 -0.71 0.87 -0.39
H 1.154 -1.521 -0.676 -0.38 -1.56 -0.34
H -2.600 -0.914 -0.813 1.20 1.30 0.77
H -0.711 -0.920 1.153 -0.89 -1.31 3.20
H 2.020 0.663 -1.603 0.40 0.88 -0.82
H -0.705 1.519 -0.198 -0.31 1.13 -0.45
H -1.926 0.976 0.886 -0.18 0.70 0.47
```
Forces are in eV/Å.

Summary:
Total energy in eV: -7227.5603
Net charge: +1
Energy above the lowest of the compared OMol25 structures with the same formula, charge and spin in kJ/mol: 789.06
HOMO-LUMO gap in eV: 4.6
Lowest unoccupied orbital energy in Ha: -0.239